This record from OMol25 describes a structure of composition C21H39BIrN8O3PS in a non-equilibrium geometry. The level of theory is ωB97M-V/def2-TZVPD.

The geometry in ORCA input format:
```
! RIJCOSX wB97M-V def2-TZVPD def2/J DEFGRID3
* xyz 3 2
Ir 0.291 0.240 -0.021
C -3.198 -0.228 0.366
C -2.813 -0.336 -1.110
N -1.683 0.528 -1.469
C -1.984 1.948 -1.699
C -2.175 2.772 -0.431
S -0.941 2.419 0.876
C -2.036 1.933 2.260
C -2.208 0.412 2.499
N -2.031 -0.335 1.253
H -3.689 0.725 0.544
H -3.934 -1.012 0.582
H -2.523 -1.364 -1.333
H -3.701 -0.099 -1.709
H -1.328 0.194 -2.361
H -1.149 2.354 -2.275
H -2.896 2.064 -2.302
H -2.070 3.832 -0.675
H -3.163 2.633 -0.004
H -1.600 2.392 3.147
H -2.985 2.431 2.081
H -0.303 0.517 3.460
H -3.235 0.252 2.871
H -1.850 -1.315 1.462
C -0.916 -1.452 3.776
C -1.254 -0.015 3.636
N 0.681 -0.125 1.945
N 0.956 -1.265 2.334
C 0.156 -2.006 3.175
B 2.179 -2.000 1.560
N 3.082 -0.878 1.093
C 4.385 -0.692 1.364
C 4.754 0.561 0.906
C 3.587 1.098 0.367
N 2.601 0.212 0.465
N 1.421 -2.646 0.402
C 1.535 -3.898 -0.057
C 0.655 -4.061 -1.112
C 0.010 -2.836 -1.228
N 0.475 -1.994 -0.306
H -1.478 -2.042 4.486
H -1.683 0.339 4.577
H 0.492 -3.012 3.372
H 2.721 -2.780 2.249
H 4.975 -1.440 1.852
H 5.715 1.028 0.971
H 3.437 2.066 -0.064
H 2.215 -4.599 0.384
H 0.507 -4.941 -1.701
H -0.751 -2.547 -1.925
C 4.333 2.811 -3.401
C 2.848 2.634 -3.159
O 2.695 1.386 -2.462
P 1.444 0.424 -2.294
O 2.040 -1.008 -2.640
C 3.391 -1.475 -2.451
C 3.806 -2.238 -3.695
O 0.433 0.697 -3.497
C 0.216 -0.055 -4.724
C -0.530 0.827 -5.705
H 4.500 3.736 -3.944
H 4.726 1.980 -3.983
H 4.877 2.861 -2.461
H 2.286 2.607 -4.095
H 2.448 3.440 -2.535
H 3.385 -2.139 -1.582
H 4.058 -0.631 -2.263
H 3.088 -3.021 -3.922
H 4.774 -2.703 -3.530
H 3.877 -1.571 -4.550
H -0.381 -0.935 -4.477
H 1.173 -0.390 -5.125
H -1.400 1.280 -5.238
H -0.877 0.212 -6.532
H 0.105 1.614 -6.096
*
```

Values from the calculation:
HOMO-LUMO gap (spin up / spin down): 6.249 / 6.205 eV
DFT total energy: -64086.29589 eV
expectation value of S²: 0.8940
E_HOMO (spin up / spin down): -17.431 / -17.265 eV
F_max: 0.0730 Eh/bohr

This record from OMol25 describes a cluster of 4 separate species, C21H39BrClN4O4S in total. The level of theory is ωB97M-V/def2-TZVPD.

The geometry in ORCA input format:
```
! RIJCOSX wB97M-V def2-TZVPD def2/J DEFGRID3
* xyz 1 1
C 7.153 -0.394 1.483
C 6.205 -0.451 0.324
O 5.495 -1.388 0.052
O 6.244 0.675 -0.434
C 4.993 1.079 -1.004
C 4.015 1.605 0.057
C 2.753 0.729 0.215
C 1.506 1.299 -0.487
C 0.588 2.065 0.479
C -0.287 1.201 1.373
N -1.552 0.571 0.757
C -1.251 -0.875 0.415
C -2.349 -1.613 -0.334
C -1.810 -2.891 -0.949
Cl -0.643 -2.530 -2.256
C -2.121 1.353 -0.409
C -1.521 1.114 -1.796
C -2.581 1.156 -2.889
Br -3.752 2.693 -2.717
C -2.589 0.523 1.842
S -3.375 2.065 2.403
O -4.689 1.671 2.792
O -2.468 2.678 3.323
H 7.034 0.536 2.036
H 8.179 -0.449 1.115
H 6.973 -1.247 2.131
H 4.567 0.238 -1.554
H 5.256 1.853 -1.720
H 3.724 2.622 -0.214
H 4.547 1.656 1.007
H 2.970 -0.244 -0.231
H 2.558 0.532 1.273
H 1.826 1.998 -1.262
H 0.977 0.490 -0.992
H 1.239 2.593 1.182
H 0.024 2.854 -0.020
H 0.314 0.362 1.725
H -0.603 1.759 2.250
H -1.058 -1.375 1.366
H -0.316 -0.895 -0.141
H -3.156 -1.908 0.341
H -2.800 -1.022 -1.129
H -1.305 -3.526 -0.224
H -2.630 -3.430 -1.408
H -3.190 1.135 -0.431
H -2.030 2.407 -0.160
H -0.994 0.164 -1.883
H -0.790 1.894 -2.010
H -3.195 0.257 -2.909
H -2.098 1.264 -3.855
H -3.394 -0.153 1.565
H -2.097 0.171 2.749
H -3.474 2.859 1.313
C -5.604 3.284 5.538
C -6.807 3.489 6.337
N -7.755 3.650 6.960
H -5.867 2.856 4.575
H -5.099 4.236 5.381
H -4.926 2.606 6.055
C -3.545 -2.589 -5.916
C -3.679 -2.541 -4.466
N -3.793 -2.503 -3.326
H -2.629 -2.085 -6.220
H -3.506 -3.625 -6.247
H -4.397 -2.098 -6.381
C 5.264 -4.719 -0.439
C 5.761 -5.756 -1.337
N 6.151 -6.571 -2.042
H 4.206 -4.881 -0.241
H 5.810 -4.749 0.502
H 5.395 -3.736 -0.886
*
```

Values from the calculation:
HOMO-LUMO gap: 10.265 eV
DFT total energy: -129951.59819 eV
E_HOMO: -12.840 eV
F_max: 0.0141 Eh/bohr

This record from OMol25 describes a cluster of 11 separate species, C21H39Cl12F2N3O12 in total in a non-equilibrium geometry. The level of theory is ωB97M-V/def2-TZVPD.

The geometry in ORCA input format:
```
! RIJCOSX wB97M-V def2-TZVPD def2/J DEFGRID3
* xyz 0 1
O -23.159 -23.726 -4.855
C -22.823 -23.051 -3.869
O -22.096 -21.910 -3.871
C -22.099 -21.290 -2.654
C -22.415 -22.345 -1.693
F -23.345 -21.891 -0.876
O -23.111 -23.237 -2.557
H -21.177 -20.748 -2.445
H -22.904 -20.561 -2.746
H -21.644 -22.762 -1.046
O -16.865 -18.769 -6.974
C -16.398 -18.283 -8.015
O -15.174 -17.839 -8.190
C -15.136 -17.197 -9.450
C -16.236 -17.779 -10.173
F -15.813 -18.859 -10.816
O -17.098 -18.048 -9.058
H -15.399 -16.140 -9.401
H -14.193 -17.391 -9.960
H -16.769 -17.217 -10.940
C -22.872 -18.420 -8.989
N -22.422 -19.044 -10.227
O -22.412 -20.276 -10.225
O -22.104 -18.321 -11.142
H -23.083 -17.369 -9.183
H -22.104 -18.380 -8.216
H -23.777 -18.966 -8.724
C -17.975 -24.018 -7.902
N -16.790 -24.084 -8.831
O -15.780 -23.425 -8.516
O -16.954 -24.786 -9.838
H -18.172 -25.049 -7.607
H -18.738 -23.366 -8.326
H -17.567 -23.569 -6.997
C -23.510 -27.336 6.336
N -22.243 -26.652 6.053
O -21.288 -26.702 6.860
O -22.066 -26.095 4.955
H -23.234 -28.389 6.289
H -24.271 -27.272 5.557
H -23.859 -27.097 7.340
Cl -17.923 -28.042 -1.525
C -17.439 -29.261 -2.752
C -16.977 -30.588 -2.119
Cl -15.587 -30.245 -1.060
H -16.699 -28.857 -3.444
H -18.285 -29.500 -3.396
H -16.719 -31.336 -2.869
H -17.746 -30.931 -1.427
Cl -29.616 -23.990 -1.046
C -30.623 -22.588 -0.607
C -29.786 -21.287 -0.425
Cl -29.457 -20.667 -1.955
H -31.237 -22.831 0.260
H -31.443 -22.528 -1.322
H -28.926 -21.471 0.219
H -30.294 -20.491 0.119
Cl -19.496 -14.117 -1.972
C -19.565 -13.874 -0.251
C -18.474 -14.591 0.465
Cl -18.643 -16.328 0.354
H -20.584 -14.097 0.064
H -19.581 -12.822 0.033
H -18.444 -14.220 1.490
H -17.483 -14.481 0.025
Cl -24.881 -11.532 -4.076
C -26.497 -12.425 -4.109
C -26.460 -13.712 -3.255
Cl -25.439 -14.843 -4.117
H -26.730 -12.602 -5.159
H -27.212 -11.770 -3.610
H -27.500 -14.034 -3.222
H -26.129 -13.465 -2.246
Cl -25.937 -28.717 -13.726
C -24.548 -28.695 -12.551
C -24.856 -27.716 -11.362
Cl -26.132 -28.339 -10.231
H -23.619 -28.408 -13.043
H -24.325 -29.724 -12.269
H -25.166 -26.731 -11.710
H -23.993 -27.586 -10.709
Cl -25.662 -30.756 -3.229
C -25.070 -29.214 -2.586
C -24.583 -29.110 -1.087
Cl -25.948 -29.581 0.074
H -25.807 -28.469 -2.885
H -24.291 -28.807 -3.231
H -24.241 -28.128 -0.761
H -23.767 -29.828 -1.009
*
```

Values from the calculation:
HOMO-LUMO gap: 10.571 eV
DFT total energy: -207143.05910 eV
E_HOMO: -10.646 eV
F_max: 0.1223 Eh/bohr
SMILES: O=C1OC[C@@H](F)O1.O=C1OC[C@@H](F)O1.C[N+](=O)[O-].C[N+](=O)[O-].C[N+](=O)[O-].ClCCCl.ClCCCl.ClCCCl.ClCCCl.ClCCCl.ClCCCl

This record from OMol25 describes a structure of composition C21H39Cl17FN2O6S2 in a non-equilibrium geometry. The level of theory is ωB97M-V/def2-TZVPD.

The geometry in ORCA input format:
```
! RIJCOSX wB97M-V def2-TZVPD def2/J DEFGRID3
* xyz -1 1
O 2.877 -0.837 2.970
C 3.347 0.024 2.277
F 4.573 0.518 2.471
N 2.796 0.584 1.124
C 2.558 2.010 1.064
O 2.709 2.616 0.033
S 1.990 2.954 2.559
O 1.997 2.023 3.665
O 3.003 3.980 2.594
N 0.615 3.587 2.153
S -0.772 2.745 2.363
O -1.573 2.889 1.166
O -1.432 3.126 3.589
C -0.446 1.000 2.466
C -1.760 0.219 2.463
C -1.414 -1.239 2.745
Cl -1.374 -1.589 4.494
H 2.000 0.030 0.840
H 0.092 0.752 3.370
H 0.106 0.704 1.579
H -2.197 0.298 1.482
H -2.429 0.586 3.230
H -0.405 -1.434 2.403
H -2.096 -1.926 2.264
Cl -4.019 1.711 -1.381
C -3.228 0.676 -2.595
C -3.014 -0.725 -2.089
Cl -1.793 -0.805 -0.790
H -2.289 1.145 -2.874
H -3.880 0.644 -3.468
H -2.653 -1.354 -2.898
H -3.936 -1.150 -1.700
Cl 0.258 1.648 -2.310
C 0.896 3.057 -3.206
C 0.945 4.270 -2.303
Cl -0.699 4.837 -1.912
H 0.263 3.233 -4.073
H 1.885 2.770 -3.553
H 1.453 5.091 -2.796
H 1.458 4.048 -1.373
Cl 2.946 4.672 -5.028
C 3.675 5.996 -5.968
C 3.811 7.249 -5.143
Cl 2.226 7.964 -4.757
H 3.060 6.161 -6.848
H 4.659 5.659 -6.289
H 4.375 7.995 -5.700
H 4.324 7.049 -4.206
Cl -1.254 1.558 -5.968
C -2.024 0.636 -7.282
C -3.056 -0.329 -6.760
Cl -2.311 -1.655 -5.833
H -1.243 0.118 -7.831
H -2.501 1.356 -7.945
H -3.596 -0.780 -7.591
H -3.770 0.173 -6.112
Cl 1.263 -2.154 -1.139
C 1.246 -3.859 -1.654
C 0.825 -3.998 -3.092
Cl -0.896 -3.609 -3.320
H 0.592 -4.413 -0.986
H 2.262 -4.235 -1.537
H 0.963 -5.025 -3.426
H 1.408 -3.341 -3.732
Cl -3.268 -3.730 6.444
C -4.148 -4.953 5.489
C -3.228 -5.858 4.714
Cl -2.400 -5.010 3.380
H -4.834 -4.429 4.828
H -4.730 -5.547 6.192
H -3.806 -6.664 4.264
H -2.472 -6.292 5.355
Cl 7.491 4.938 0.701
C 6.070 3.971 0.205
C 6.049 3.740 -1.280
Cl 5.722 5.247 -2.182
H 5.178 4.482 0.547
H 6.139 3.015 0.720
H 5.252 3.043 -1.530
H 6.994 3.338 -1.636
Cl -4.987 -8.723 6.513
C -4.326 -8.797 8.168
C -3.604 -7.530 8.545
Cl -2.095 -7.316 7.625
H -3.668 -9.660 8.226
H -5.167 -8.952 8.841
H -3.332 -7.562 9.598
H -4.223 -6.653 8.375
*
```

Values from the calculation:
HOMO-LUMO gap: 7.956 eV
DFT total energy: -274947.78295 eV
E_HOMO: -6.253 eV
F_max: 0.0305 Eh/bohr